Formula: C16H32F6LiO12P
Source: OMol25
Level of theory: ωB97M-V/def2-TZVPD

Last column: natural (NBO) charge in e.
Atoms and positions in Å:
P (-1.23258, -5.14866, -3.10915)  2.598
F (-1.54135, -4.62179, -4.60762)  -0.595
F (-0.28530, -6.29785, -3.80016)  -0.611
F (0.04779, -4.14797, -2.92164)  -0.606
F (-2.27884, -4.11116, -2.47944)  -0.586
F (-2.37861, -6.22700, -3.37563)  -0.599
F (-0.87239, -5.90395, -1.71291)  -0.597
O (-4.46917, 1.83219, 2.93181)  -0.532
O (-4.58399, -0.36836, 3.43186)  -0.539
O (4.75731, 3.31265, -1.40009)  -0.500
O (3.83311, -3.41433, 4.01554)  -0.503
O (5.89657, 1.38158, -1.48129)  -0.497
O (-0.88060, 2.06223, -5.43782)  -0.497
O (3.61254, 1.30550, -1.03538)  -0.681
O (4.21394, -4.69560, 2.22328)  -0.496
O (2.27373, -3.38282, 2.41811)  -0.676
O (-2.34177, 3.29500, -4.14717)  -0.523
O (-2.77874, 0.45212, 2.37608)  -0.625
O (-1.31998, 1.43129, -3.33406)  -0.645
C (-5.88239, 2.00888, 3.31336)  -0.056
C (-3.85215, 0.61172, 2.84934)  1.010
C (-4.17211, -1.75981, 3.40749)  -0.258
C (-0.00429, 0.96291, -5.70745)  -0.265
C (3.75897, -5.37139, 1.07996)  -0.265
C (3.56436, 4.11525, -1.46750)  -0.078
C (-6.34973, 3.50464, 3.18030)  -0.635
C (3.92285, -2.54080, 6.27593)  -0.624
C (4.69982, 1.93580, -1.17426)  1.008
C (5.99136, 0.05142, -1.95104)  -0.249
C (2.92465, 4.35033, -0.12553)  -0.640
C (3.34845, -3.80255, 2.84540)  1.007
C (-1.43604, 2.21869, -4.22452)  1.010
C (3.11238, -2.66409, 4.97574)  -0.061
C (-4.20339, 4.58130, -3.49918)  -0.626
C (-3.33337, 3.34599, -3.18466)  -0.060
Li (0.57993, -1.13327, -0.37921)  0.995
H (-7.35945, 3.63364, 3.57004)  0.227
H (1.85811, 4.56493, -0.19295)  0.221
H (-3.25800, -1.99423, 3.95298)  0.195
H (3.32325, -4.69898, 0.34097)  0.185
H (-6.44299, 1.30008, 2.70392)  0.187
H (7.01614, -0.21656, -2.20816)  0.211
H (5.69709, -0.61529, -1.14049)  0.187
H (3.01713, -6.16281, 1.18694)  0.203
H (-5.10420, 4.59781, -2.88569)  0.213
H (-4.53566, 4.52676, -4.53587)  0.215
H (0.09403, 0.80735, -6.78180)  0.206
H (-0.33090, -0.01167, -5.34466)  0.212
H (-3.94237, 2.44519, -3.10866)  0.188
H (-3.81691, 5.59506, -3.39418)  0.216
H (-4.96133, -2.37106, 3.84522)  0.203
H (1.03450, 1.14411, -5.43142)  0.184
H (-4.14809, -2.14851, 2.38944)  0.198
H (3.39122, 5.22042, 0.33637)  0.212
H (4.62708, -5.74445, 0.53653)  0.202
H (3.05827, 3.49860, 0.54140)  0.223
H (-2.92361, 3.50925, -2.18790)  0.173
H (4.38244, -3.50981, 6.47063)  0.225
H (2.18690, -3.14276, 5.29578)  0.186
H (-6.18534, 3.94885, 2.19859)  0.223
H (-5.79943, 4.11430, 3.89695)  0.216
H (2.78525, 3.85488, -2.18395)  0.189
H (3.24685, -2.29464, 7.09476)  0.219
H (3.78784, 5.03758, -2.00365)  0.202
H (5.34104, -0.14989, -2.80231)  0.193
H (2.81939, -1.73230, 4.49197)  0.185
H (4.73542, -1.81504, 6.24263)  0.213
H (-5.93455, 1.64091, 4.33805)  0.188

Values from the calculation:
2S+1: 1
gap between HOMO and LUMO: 7.813 eV
energy above the lowest of the compared OMol25 structures with the same formula, charge and spin: 32.4 kcal per mole
HOMO level: -10.01 eV


Formula: C13H34BeN3O6
Source: OMol25
Level of theory: ωB97M-V/def2-TZVPD

Last column: natural (NBO) charge in e.
Atoms and positions in Å:
O (-1.67819, -1.34705, 2.08657)  -0.863
O (-1.59171, -0.39227, -1.87499)  -0.567
O (-0.99337, -2.60909, 0.46280)  -0.803
O (-2.03623, -3.54827, 2.27797)  -0.677
O (1.82488, -1.30813, 1.20648)  -0.600
O (1.05399, -0.81206, -1.76774)  -0.577
N (1.64749, 1.39985, -0.23119)  -0.889
N (0.44856, 0.69234, 2.57173)  -0.855
N (-2.32205, 0.91374, 0.59521)  -0.888
C (-2.40793, 0.73805, -1.83450)  -0.066
C (-4.29837, 1.87537, -0.37438)  -0.671
C (2.15219, -2.60187, 0.76404)  -0.257
C (1.15037, 1.61837, -1.58958)  -0.102
C (-2.24559, -1.58793, -2.32391)  -0.255
C (-1.56434, -2.50023, 1.57866)  0.963
C (2.19839, -0.95891, 2.55517)  -0.066
C (-3.26509, 0.78009, -0.52633)  -0.106
C (1.74231, 2.85686, -2.24609)  -0.629
C (2.47831, 1.29050, 3.94654)  -0.626
C (1.54438, 0.38205, -2.38326)  -0.068
C (1.88518, 0.50388, 2.73472)  -0.083
C (1.40657, -1.93922, -2.56274)  -0.274
Be (-0.14822, -0.20806, 0.28771)  1.559
H (-0.14302, 0.53004, 3.38593)  0.394
H (1.09677, 3.15739, -3.07355)  0.232
H (-2.33637, 1.85557, 0.96992)  0.378
H (-1.55305, -2.42771, -2.37224)  0.212
H (2.77971, 2.66073, -2.52051)  0.217
H (2.63637, 0.31486, -2.40922)  0.176
H (-5.09119, 1.90607, -1.13608)  0.238
H (-3.97812, 2.89077, -0.63713)  0.215
H (3.56800, 1.27719, 3.94500)  0.230
H (0.08118, 1.83862, -1.62090)  0.199
H (0.82922, -1.84081, -3.48693)  0.185
H (3.27111, -1.17788, 2.54487)  0.189
H (-3.12386, 0.84960, -2.65559)  0.192
H (1.77093, -2.73635, -0.24541)  0.207
H (1.04262, -2.89819, -2.19335)  0.220
H (-2.66947, 0.33175, 1.35423)  0.428
H (0.34431, 1.70678, 2.62987)  0.361
H (1.93315, 2.28655, 0.17272)  0.390
H (2.17362, 2.33484, 3.86714)  0.212
H (-2.32574, -3.11968, 3.09425)  0.498
H (-2.50627, -1.55685, -3.38530)  0.185
H (-1.72528, 1.57373, -1.99727)  0.180
H (1.59840, -3.37142, 1.31315)  0.194
H (2.46072, -2.08489, -2.80156)  0.195
H (1.71122, 3.76553, -1.64125)  0.225
H (1.74488, -1.72306, 3.19224)  0.199
H (3.20317, -2.87613, 0.87688)  0.179
H (-3.06890, -1.75093, -1.63274)  0.192
H (2.14534, 0.92996, 4.91960)  0.225
H (1.24119, 0.46211, -3.42919)  0.203
H (-3.89715, -0.09525, -0.37249)  0.220
H (2.24504, 0.90522, 1.78631)  0.198
H (-4.97054, 1.94517, 0.48128)  0.244
H (2.53046, 0.89866, -0.27562)  0.390

Values from the calculation:
2S+1: 1
gap between HOMO and LUMO: 8.831 eV
energy above the lowest of the compared OMol25 structures with the same formula, charge and spin: 47.0 kcal per mole
net charge: +1
HOMO level: -11.50 eV


Formula: CH2O3
Source: OMol25
Level of theory: ωB97M-V/def2-TZVPD

Last column: natural (NBO) charge in e.
Atoms and positions in Å:
O (0.77493, -2.27848, -0.23608)  -0.003
O (0.18294, -1.53489, 0.84469)  -0.259
O (0.24892, -1.21736, -1.20171)  -0.266
C (0.16141, -0.41896, -0.08629)  0.199
H (1.10561, 0.10791, -0.09061)  0.154
H (-0.78946, 0.19675, -0.02673)  0.175

Values from the calculation:
SMILES string: C1OOO1
2S+1: 1
gap between HOMO and LUMO: 10.280 eV
energy above the lowest of the compared OMol25 structures with the same formula, charge and spin: 175.9 kcal per mole
HOMO level: -10.05 eV


Formula: C47H35N2O5P2S2W
Source: OMol25
Level of theory: ωB97M-V/def2-TZVPD

Last column: Löwdin spin population.
Atoms and positions in Å:
W (-0.29006, 1.08635, -0.00063)  0.852
S (-2.73594, 2.31230, -0.66128)  0.003
S (0.65741, 1.34503, 4.58876)  0.007
P (2.08928, 1.51317, -0.87521)  -0.001
P (-2.25224, -0.60161, 0.69495)  -0.001
O (-0.12833, -0.24572, -1.52032)  0.158
O (-1.67474, 1.70437, -1.53114)  0.025
O (-2.02145, 2.26385, 0.67223)  -0.001
O (1.69503, -1.81413, 2.32649)  0.178
O (-3.23819, 3.57694, -1.05912)  -0.002
N (0.73051, -0.76750, 0.44652)  0.028
N (0.19940, 1.57548, 2.10969)  0.006
C (-2.71744, -0.70821, 2.45410)  0.000
C (-6.35435, 0.67994, -1.02973)  0.000
C (2.39335, 4.39917, -1.10165)  -0.003
C (-2.70440, 0.45344, 3.22788)  0.000
C (-3.63296, -0.75500, 5.08801)  0.000
C (-3.22310, -1.88528, 3.00552)  0.000
C (0.59319, -1.14322, -0.85764)  0.243
C (1.74352, 1.33916, -4.91303)  0.002
C (4.83788, 1.39317, -0.67096)  -0.001
C (6.03721, 1.17387, -0.01598)  0.000
C (-3.16084, 0.42699, 4.53655)  0.000
C (0.21089, 2.88552, 3.99815)  0.001
C (-3.85381, -0.09993, -0.03806)  0.000
C (2.30159, 1.02653, -2.59628)  0.003
C (3.62911, 1.11599, -0.02591)  -0.002
C (1.77849, -2.76563, 0.09225)  0.101
C (-1.32596, -3.22804, 0.85947)  0.004
C (2.47857, -3.96441, 0.19897)  0.000
C (1.22784, -2.35727, -1.14809)  0.059
C (3.01804, -0.12343, -2.92078)  0.001
C (-4.93517, -0.97181, -0.00089)  0.000
C (3.10007, -0.53275, -4.24256)  0.002
C (-2.37723, -2.60006, -1.21829)  0.002
C (-0.27309, 4.42421, -0.21808)  0.010
C (-2.00386, -2.28438, 0.08984)  0.000
C (1.38102, -3.14909, -2.29890)  0.059
C (1.71954, 5.59653, -0.97018)  0.019
C (3.64013, 0.61768, 1.27171)  0.001
C (2.62584, -4.73566, -0.93544)  0.082
C (6.04108, 0.66621, 1.27758)  0.000
C (-4.06128, 1.16970, -0.57575)  0.000
C (0.51983, 0.69520, 3.04221)  0.021
C (1.70597, 3.23265, -0.78378)  0.017
C (2.46508, 0.19807, -5.23729)  -0.001
C (2.08030, -4.32512, -2.17322)  0.012
C (-3.66760, -1.90833, 4.31846)  0.000
C (-5.29354, 1.57162, -1.06904)  0.000
C (-1.44466, -4.79902, -0.95516)  0.002
C (-6.17293, -0.58655, -0.49675)  0.000
C (0.38576, 3.19163, -0.33771)  -0.012
C (-2.10049, -3.85434, -1.73429)  0.001
C (-1.05749, -4.48490, 0.33779)  0.002
C (4.84523, 0.38782, 1.91982)  0.000
C (1.65634, 1.75336, -3.59399)  -0.001
C (1.45024, -1.78149, 1.11702)  0.111
C (0.39297, 5.59745, -0.53539)  0.000
C (0.01313, 2.83274, 2.66396)  0.003
H (0.96213, -2.84011, -3.24767)  0.003
H (-0.99287, -2.98794, 1.86158)  0.001
H (2.21768, -4.95873, -3.04018)  -0.001
H (4.84162, 1.77160, -1.68588)  0.000
H (-4.80959, -1.96301, 0.41664)  0.000
H (2.71693, 0.39330, 1.78155)  0.000
H (4.84252, -0.01843, 2.92241)  0.000
H (0.13010, 3.74852, 4.63690)  0.000
H (-7.00121, -1.28154, -0.46119)  0.000
H (-4.04751, -2.83084, 4.73676)  0.000
H (1.24727, 1.90792, -5.68787)  0.000
H (-3.15231, 1.33641, 5.12324)  0.000
H (-0.13113, 6.54030, -0.44115)  0.000
H (3.50799, -0.70209, -2.14749)  0.000
H (-1.22337, -5.77661, -1.36257)  0.000
H (2.53384, -0.12144, -6.26880)  0.000
H (1.08466, 2.63913, -3.34262)  0.000
H (2.21168, 6.53122, -1.20327)  0.001
H (-5.41002, 2.56746, -1.47220)  0.000
H (-1.29448, 4.49872, 0.12535)  0.000
H (6.97039, 1.39244, -0.51762)  0.000
H (0.73767, -0.35827, 2.85400)  0.000
H (-2.87752, -1.86621, -1.83781)  0.000
H (-0.52779, -5.21052, 0.94022)  0.000
H (3.66004, -1.42409, -4.49307)  0.000
H (-0.26914, 3.65862, 2.03761)  0.000
H (-3.98492, -0.77512, 6.11080)  0.000
H (-7.32076, 0.97788, -1.41216)  0.000
H (3.42162, 4.36700, -1.44022)  -0.001
H (-2.39150, -4.09277, -2.74871)  0.000
H (-3.27636, -2.79020, 2.41573)  0.000
H (3.17227, -5.66801, -0.88538)  0.005
H (2.89496, -4.27070, 1.15009)  -0.001
H (6.98098, 0.48275, 1.78120)  0.000
H (-2.36656, 1.39002, 2.80639)  0.000

Values from the calculation:
2S+1: 3
gap between HOMO and LUMO (alpha / beta): 5.386 / 7.116 eV
energy above the lowest of the compared OMol25 structures with the same formula, charge and spin: 19.7 kcal per mole
net charge: +1
HOMO level (alpha / beta): -8.27 / -10.77 eV